(1)
{"formula": "C15H11AsClF6O8ReS2", "method": "ωB97M-V/def2-TZVPD", "symbols": ["Re", "O", "S", "O", "O", "C", "C", "C", "C", "C", "C", "S", "O", "O", "O", "H", "H", "H", "H", "Cl", "C", "C", "O", "O", "H", "H", "F", "As", "F", "F", "F", "F", "F", "C", "C", "C", "C", "C", "C", "C", "H", "H", "H", "H", "H"], "xyz": [[-0.120, -0.252, 1.204], [1.700, 3.458, 2.052], [0.520, 2.674, 1.969], [-0.054, 2.239, 3.201], [0.876, 1.318, 1.191], [-0.617, 3.506, 0.872], [-0.331, 4.843, 0.641], [-1.172, 5.601, -0.162], [-2.286, 5.019, -0.749], [-2.555, 3.674, -0.548], [-1.724, 2.913, 0.259], [-2.151, 1.203, 0.492], [-1.746, 0.844, 1.860], [-3.493, 1.041, 0.088], [-1.131, 0.407, -0.352], [0.551, 5.266, 1.098], [-0.949, 6.645, -0.329], [-2.951, 5.607, -1.366], [-3.413, 3.193, -0.997], [0.788, -0.595, 3.395], [2.577, -0.714, 3.295], [3.123, -0.367, 1.914], [3.990, 0.402, 1.719], [2.674, -1.198, 0.887], [2.876, -1.730, 3.554], [2.989, -0.008, 4.012], [-1.167, -1.841, 1.473], [-3.345, -2.606, 1.198], [-2.965, -3.282, 2.728], [-2.441, -3.908, 0.499], [-4.886, -3.204, 0.929], [-3.121, -1.803, -0.294], [-3.769, -1.183, 2.014], [1.423, -1.439, 0.514], [1.287, -2.623, -0.268], [2.302, -3.608, -0.282], [2.109, -4.788, -0.958], [0.904, -5.024, -1.620], [-0.085, -4.048, -1.655], [0.098, -2.855, -0.992], [3.217, -3.424, 0.263], [2.884, -5.541, -0.967], [0.746, -5.970, -2.119], [-1.001, -4.221, -2.203], [-0.646, -2.072, -1.057]], "forces_ev_per_angstrom": [[0.64, -2.01, 0.11], [0.09, -0.09, -0.61], [0.36, 0.96, 1.44], [-0.31, 0.40, -0.19], [0.74, 0.29, -0.30], [0.33, -0.29, 0.07], [0.07, -0.12, 0.11], [-0.15, -0.08, -0.08], [0.14, 0.08, 0.05], [-0.08, -0.33, 0.05], [0.06, -0.26, 0.21], [-2.12, 2.38, -1.50], [-0.65, -0.20, 0.51], [0.16, -0.23, 0.06], [0.17, -0.58, -0.15], [-0.02, 0.08, -0.02], [-0.01, 0.01, 0.01], [0.01, 0.01, -0.02], [-0.04, 0.09, -0.04], [0.22, -0.36, 0.60], [0.50, -0.06, -0.25], [-0.20, 0.14, 0.33], [-0.01, -0.02, -0.02], [0.20, -0.32, -0.27], [-0.16, 0.01, -0.01], [-0.18, 0.03, -0.04], [0.28, 0.45, 0.04], [0.11, -1.71, 0.17], [-0.11, 0.20, -0.39], [-0.30, 0.47, 0.25], [0.08, 0.02, 0.08], [0.01, 0.41, 0.36], [0.19, 0.27, -0.40], [-0.11, 0.42, -0.12], [0.01, -0.36, -0.19], [-0.06, 0.22, 0.06], [0.03, -0.09, 0.05], [0.01, 0.21, 0.03], [-0.09, -0.07, -0.13], [0.25, 0.25, 0.16], [0.05, -0.07, -0.03], [0.01, -0.02, 0.04], [0.00, 0.01, -0.04], [-0.02, -0.01, 0.02], [-0.12, -0.11, 0.01]], "e_above_lowest_kcal_mol": 16.4, "e_homo_ev": [-13.19, -13.20], "orbital_gap_ev": [7.2, 7.5], "total_charge": 1, "spin_multiplicity": 2}

---

(2)
{"formula": "C15H11BrClN2O6S", "method": "ωB97M-V/def2-TZVPD", "symbols": ["Br", "C", "C", "C", "C", "C", "C", "N", "O", "O", "C", "C", "H", "H", "H", "H", "H", "H", "O", "N", "O", "C", "C", "C", "C", "S", "C", "Cl", "O", "O", "C", "C", "H", "H", "H", "H", "H"], "xyz": [[5.192, -0.299, -4.893], [3.487, -0.320, -3.985], [2.969, -1.545, -3.526], [1.680, -1.556, -2.968], [0.969, -0.370, -2.850], [-0.431, -0.342, -2.254], [-1.350, 0.298, -3.325], [-2.695, 0.055, -3.288], [-3.524, 0.692, -4.015], [-3.106, -0.807, -2.454], [1.511, 0.827, -3.315], [2.813, 0.896, -3.820], [3.522, -2.468, -3.695], [1.186, -2.479, -2.674], [-0.958, -1.289, -2.090], [-0.998, 0.969, -4.150], [0.906, 1.728, -3.309], [3.238, 1.822, -4.195], [-2.425, 0.148, 7.189], [-1.594, 0.870, 6.593], [-0.933, 1.736, 7.212], [-1.343, 0.671, 5.167], [-0.310, 1.399, 4.561], [0.147, 1.018, 3.288], [-0.448, -0.056, 2.598], [0.180, -0.859, 0.981], [-0.498, 0.110, -0.801], [0.058, 1.696, -0.648], [1.557, -0.453, 1.027], [-0.233, -2.248, 0.799], [-1.475, -0.746, 3.224], [-1.950, -0.389, 4.481], [0.092, 2.253, 5.113], [0.970, 1.602, 2.887], [-1.509, -0.063, -0.539], [-1.916, -1.594, 2.730], [-2.784, -0.905, 4.944]], "forces_ev_per_angstrom": [[-0.36, -0.06, 0.31], [0.03, -0.17, 0.50], [-0.30, 0.58, -0.50], [0.63, 0.29, -0.23], [-0.60, -0.25, 0.36], [-0.17, -1.70, -1.58], [-0.42, 0.99, 0.25], [0.68, 0.62, 0.32], [0.95, -0.69, 0.18], [-0.24, 0.04, 0.14], [0.74, 0.29, -0.06], [-0.47, -1.09, -0.39], [-0.10, 0.25, 0.11], [0.30, 0.05, 0.07], [0.81, -0.81, -0.71], [-0.41, -0.66, 1.27], [0.14, -0.12, 0.18], [-0.08, -0.16, 0.10], [1.41, 1.14, -1.72], [-0.61, 0.50, 2.96], [-1.07, -1.46, -1.64], [0.71, -0.68, -1.00], [-0.41, -0.34, -0.06], [-0.03, 0.40, -0.12], [-0.31, -0.64, 0.13], [0.31, 0.92, -2.84], [-0.84, -0.13, 1.21], [0.35, 1.88, 0.96], [0.80, -0.46, 0.55], [0.08, 1.19, 1.24], [-0.40, 0.15, 0.00], [0.10, 0.54, 0.61], [0.15, -0.46, -0.37], [-0.13, -0.31, -0.30], [-1.33, 0.66, 0.27], [-0.12, -0.17, -0.18], [0.24, -0.12, -0.02]], "smiles": "O=[N+]([O-])c1ccc(S(=O)(=O)[C@@H](Cl)[C@@H](C=[N+]([O-])[O-])c2ccc(Br)cc2)cc1", "e_above_lowest_kcal_mol": 10.8, "e_homo_ev": -4.02, "orbital_gap_ev": 4.4, "total_charge": -1}

---

(3)
{"formula": "C15H11N2O3", "method": "ωB97M-V/def2-TZVPD", "symbols": ["C", "C", "N", "C", "C", "C", "C", "N", "O", "O", "C", "C", "H", "H", "H", "H", "H", "C", "C", "C", "C", "C", "O", "C", "C", "H", "H", "H", "H", "H", "H"], "xyz": [[-1.598, 0.391, -1.809], [-2.541, 1.394, -1.955], [-3.398, 2.189, -2.099], [-0.218, 0.639, -1.960], [0.748, -0.427, -2.023], [2.100, -0.164, -2.088], [2.556, 1.174, -2.112], [3.950, 1.450, -2.112], [4.323, 2.648, -2.112], [4.755, 0.489, -2.105], [1.635, 2.244, -2.103], [0.279, 1.987, -2.051], [-1.947, -0.638, -1.763], [0.391, -1.462, -2.036], [2.843, -0.958, -2.119], [2.021, 3.259, -2.139], [-0.430, 2.820, -2.078], [-0.018, -2.529, 3.373], [0.202, -1.162, 3.596], [-0.597, -0.219, 2.949], [-1.603, -0.629, 2.059], [-2.382, 0.401, 1.311], [-3.251, 0.169, 0.490], [-1.857, -2.001, 1.879], [-1.056, -2.945, 2.526], [0.610, -3.267, 3.871], [0.993, -0.829, 4.272], [-0.461, 0.855, 3.111], [-2.127, 1.440, 1.625], [-2.678, -2.309, 1.228], [-1.244, -4.008, 2.371]], "forces_ev_per_angstrom": [[1.76, -0.70, -0.55], [-2.27, 1.69, -0.38], [1.60, -1.16, 0.28], [-0.98, 0.05, 0.06], [0.52, 0.12, 0.01], [-0.45, 0.15, 0.03], [0.19, -0.03, 0.11], [0.40, 0.11, 0.01], [-0.13, -1.33, -0.02], [-0.63, 1.11, -0.03], [-0.59, -0.26, -0.02], [0.85, 0.20, -0.05], [-0.03, 0.23, 0.07], [0.12, 0.37, 0.09], [-0.23, 0.13, -0.01], [-0.12, -0.20, -0.02], [0.21, -0.34, 0.08], [-0.22, 0.43, -0.12], [-0.16, -0.20, -0.05], [-0.27, -0.14, -0.34], [0.20, -0.56, 0.13], [-1.03, -0.16, -0.29], [0.94, 0.06, 1.41], [0.31, 0.19, 0.10], [-0.04, 0.28, 0.06], [-0.13, 0.15, -0.12], [-0.24, -0.16, -0.23], [0.11, -0.35, -0.06], [-0.08, -0.10, -0.34], [0.32, 0.15, 0.12], [0.08, 0.29, 0.06]], "e_homo_ev": -3.22, "orbital_gap_ev": 5.5, "total_charge": -1}

---

(4)
{"formula": "C15H11NO4", "method": "ωB97M-V/def2-TZVPD", "symbols": ["O", "O", "O", "O", "C", "C", "C", "C", "C", "C", "C", "C", "C", "C", "C", "C", "C", "N", "C", "C", "H", "H", "H", "H", "H", "H", "H", "H", "H", "H", "H"], "xyz": [[-3.694, -3.447, 2.632], [0.029, 3.568, -2.094], [-1.393, 1.199, -3.248], [-1.372, -2.327, 0.217], [-2.649, -3.232, 2.037], [0.141, 2.369, -1.791], [-0.509, 1.259, -2.360], [-3.526, -1.506, 0.331], [-2.898, -1.161, -0.878], [-2.518, -2.267, 0.940], [-1.641, -1.689, -0.968], [1.385, -0.332, 0.273], [2.242, 0.205, 1.192], [1.924, 2.390, 0.133], [0.952, 1.822, -0.700], [0.732, 0.442, -0.663], [2.442, 1.560, 1.127], [-0.120, 0.141, -1.677], [3.447, 2.243, 2.032], [-0.544, -1.243, -1.954], [-1.710, -3.735, 2.288], [-4.481, -1.305, 0.729], [-3.205, -0.501, -1.665], [1.261, -1.393, 0.128], [2.848, -0.360, 1.890], [2.350, 3.328, -0.040], [3.072, 3.193, 2.484], [4.314, 2.600, 1.517], [3.688, 1.549, 2.846], [0.222, -1.998, -1.763], [-0.789, -1.372, -2.995]], "forces_ev_per_angstrom": [[1.08, 0.24, -0.63], [-0.02, -2.61, 0.24], [2.24, 0.63, 1.82], [-0.03, -0.20, -0.96], [-0.77, 0.44, 0.59], [2.20, 5.90, 1.43], [-5.19, -4.01, -4.20], [3.15, -1.46, 0.08], [0.08, 0.70, -1.23], [-1.77, 0.05, 0.27], [-0.57, 1.50, 0.30], [-1.01, -1.98, -1.52], [0.06, 0.77, -0.01], [-1.71, -2.53, -0.47], [1.29, 0.58, 0.70], [1.34, 1.88, 1.73], [1.76, 2.26, 0.38], [-0.52, -2.56, -1.04], [-0.92, 0.15, 1.19], [-0.46, -0.77, 1.69], [0.17, -0.36, 0.16], [-0.75, 0.11, 0.19], [-0.60, 0.15, -0.17], [0.05, -0.35, 0.55], [-0.36, -0.26, -0.02], [0.09, 1.57, 0.00], [-0.21, -0.86, -0.16], [0.84, -0.32, -0.49], [0.38, 0.40, -0.11], [0.75, 0.65, -0.11], [-0.59, 0.29, -0.19]], "smiles": "Cc1ccc2c(c1)C(=O)C(=O)N2Cc1ccc(C=O)o1", "e_above_lowest_kcal_mol": 9.5, "e_homo_ev": -8.78, "orbital_gap_ev": 7.2}

---

(5)
{"formula": "C15H11NaO", "method": "ωB97M-V/def2-TZVPD", "symbols": ["Na", "C", "C", "C", "C", "C", "C", "C", "C", "C", "C", "C", "C", "C", "C", "H", "H", "H", "H", "H", "H", "H", "H", "H", "H", "H", "O", "C"], "xyz": [[0.873, 0.081, -3.915], [0.592, -2.353, 2.977], [-0.460, -1.607, 2.459], [-0.430, -1.155, 1.147], [0.659, -1.434, 0.315], [1.691, -2.210, 0.842], [1.670, -2.659, 2.157], [0.739, -0.978, -1.111], [0.205, 0.097, -1.721], [-0.552, 1.116, -0.956], [-1.920, 1.299, -1.166], [-2.647, 2.242, -0.447], [-2.014, 3.065, 0.475], [-0.642, 2.928, 0.662], [0.074, 1.968, -0.039], [0.567, -2.696, 4.003], [-1.319, -1.381, 3.079], [-1.263, -0.587, 0.759], [2.531, -2.460, 0.202], [2.493, -3.249, 2.539], [1.350, -1.670, -1.702], [-2.422, 0.673, -1.896], [-3.714, 2.330, -0.612], [-2.578, 3.806, 1.027], [-0.125, 3.564, 1.372], [1.138, 1.852, 0.136], [2.925, -0.238, -4.760], [2.578, -0.343, -5.824]], "forces_ev_per_angstrom": [[-0.75, 0.19, 0.56], [-0.01, 0.04, -0.09], [0.04, 0.00, -0.06], [0.05, -0.02, 0.03], [-0.17, 0.15, -0.17], [0.09, -0.02, -0.02], [-0.04, 0.04, -0.06], [-0.03, -0.09, 0.22], [-0.01, 0.14, 0.23], [0.12, -0.19, -0.15], [-0.17, 0.07, 0.04], [0.06, -0.10, -0.09], [0.10, -0.04, -0.04], [-0.02, -0.06, -0.04], [0.04, 0.01, 0.07], [0.00, -0.01, -0.01], [0.01, 0.01, 0.00], [-0.01, 0.02, 0.01], [0.00, 0.00, 0.04], [0.00, 0.00, -0.01], [0.00, 0.01, 0.02], [-0.02, -0.01, 0.03], [0.01, 0.02, -0.01], [0.02, 0.00, 0.01], [-0.02, 0.00, -0.01], [-0.02, 0.01, 0.00], [0.47, -0.06, -0.05], [0.26, -0.10, -0.49]], "e_homo_ev": -6.79, "orbital_gap_ev": 6.0}

---

(6)
{"formula": "C15H12N2O4S", "method": "ωB97M-V/def2-TZVPD", "symbols": ["O", "C", "O", "H", "C", "H", "H", "S", "C", "N", "N", "C", "O", "C", "O", "C", "C", "C", "C", "C", "C", "C", "C", "C", "C", "H", "H", "H", "H", "H", "H", "H", "H", "H"], "xyz": [[-1.888, -2.554, 0.098], [-2.927, -2.024, -0.174], [-3.269, -1.650, -1.403], [-2.567, -1.858, -2.040], [-4.000, -1.739, 0.858], [-3.527, -1.458, 1.800], [-4.583, -2.648, 1.015], [-5.210, -0.473, 0.353], [-4.123, 0.828, 0.041], [-4.411, 1.980, -0.477], [-3.254, 2.665, -0.552], [-2.322, 1.911, -0.076], [-2.805, 0.712, 0.333], [-0.881, 2.248, 0.056], [-0.135, 1.065, -0.053], [1.232, 1.155, 0.007], [1.933, 2.332, 0.089], [3.337, 2.317, 0.117], [4.030, 1.144, 0.063], [3.341, -0.086, -0.007], [4.022, -1.320, -0.051], [3.334, -2.501, -0.103], [1.932, -2.501, -0.108], [1.241, -1.322, -0.073], [1.923, -0.090, -0.028], [0.163, -1.323, -0.063], [1.395, -3.437, -0.135], [3.866, -3.440, -0.134], [5.102, -1.313, -0.038], [5.109, 1.138, 0.078], [3.860, 3.260, 0.178], [1.430, 3.285, 0.129], [-0.637, 2.970, -0.734], [-0.711, 2.728, 1.034]], "forces_ev_per_angstrom": [[0.17, -0.15, 0.12], [0.18, -0.19, 0.18], [-0.30, 0.14, -0.60], [0.08, -0.08, 0.33], [-0.20, 0.49, -0.18], [0.03, -0.13, -0.16], [0.03, 0.03, 0.00], [-0.19, -0.44, 0.31], [0.09, 0.56, -0.15], [-1.23, -1.18, 0.27], [1.61, 0.58, -0.01], [-0.27, 0.34, -0.37], [-0.02, 0.04, 0.09], [0.11, 0.28, 0.24], [0.21, -0.21, -0.05], [0.07, 0.23, 0.02], [-0.57, -0.08, -0.02], [0.36, -0.22, 0.00], [0.05, 0.33, 0.02], [-0.37, 0.03, -0.01], [0.01, -0.18, -0.01], [0.25, 0.07, 0.01], [-0.23, 0.10, -0.01], [-0.14, -0.12, 0.00], [0.16, -0.02, 0.00], [-0.07, -0.05, -0.01], [-0.08, -0.07, 0.00], [0.07, -0.05, 0.00], [0.09, -0.01, 0.00], [0.11, 0.02, 0.00], [0.07, 0.05, 0.00], [-0.11, 0.05, -0.01], [-0.05, -0.10, 0.15], [0.08, -0.07, -0.17]], "smiles": "O=C(O)CSc1nnc(COc2cccc3ccccc23)o1", "e_above_lowest_kcal_mol": 18.4, "e_homo_ev": -8.06, "orbital_gap_ev": 8.4}